Entry from OMol25: 10 unconnected molecules or ions with the total composition C58H84N14O14 in a non-equilibrium geometry (the ωB97M-V functional and the def2-TZVPD basis).

Properties
Lowest unoccupied orbital energy, eV: -12.93
Frontier orbital gap, eV: 5.5
Highest occupied orbital energy, eV: -18.404
Total charge: +6
Energy, eV: -110956.797

Last columns: bonded neighbours and bond lengths (Å).
Atoms and positions in Å:
1 C 2.18983 -1.18745 -5.98015  N2 1.519, H15 1.093, H16 1.089, H17 1.080
2 N 1.51401 -2.28722 -5.17935  C1 1.519, C3 1.325, C7 1.329
3 C 2.14687 -3.43827 -5.00592  N2 1.325, C4 1.334, H18 1.085
4 C 1.59541 -4.46635 -4.35934  C3 1.334, C5 1.394, H19 1.080
5 C 0.28863 -4.31991 -3.89626  C4 1.394, C6 1.380, C8 1.566
6 C -0.37426 -3.11864 -4.04160  C5 1.380, C7 1.383, H20 1.078
7 C 0.27717 -2.10872 -4.72580  N2 1.329, C6 1.383, H21 1.093
8 C -0.48329 -5.51307 -3.23949  C5 1.566, C9 1.390, C13 1.408
9 C -1.11208 -5.36552 -2.00918  C8 1.390, C10 1.360, H22 1.091
10 C -1.71886 -6.47340 -1.50421  C9 1.360, N11 1.317, H23 1.081
11 N -1.75590 -7.64629 -2.10227  C10 1.317, C12 1.355, C14 1.488
12 C -1.16009 -7.76777 -3.31310  N11 1.355, C13 1.358, H24 1.083
13 C -0.52290 -6.73886 -3.93024  C8 1.408, C12 1.358, H25 1.085
14 C -2.33453 -8.81058 -1.37903  N11 1.488, H26 1.083, H27 1.083, H28 1.078
15 H 2.40634 -1.52687 -6.99577  C1 1.093
16 H 3.08432 -0.75643 -5.53248  C1 1.089
17 H 1.40902 -0.44222 -6.02739  C1 1.080
18 H 3.17055 -3.54021 -5.35223  C3 1.085
19 H 2.09337 -5.42067 -4.27061  C4 1.080
20 H -1.41295 -2.96618 -3.79609  C6 1.078
21 H -0.11704 -1.10779 -4.92016  C7 1.093
22 H -1.14139 -4.43456 -1.44105  C9 1.091
23 H -2.22177 -6.39831 -0.55074  C10 1.081
24 H -1.32705 -8.71937 -3.80227  C12 1.083
25 H -0.18848 -6.86251 -4.95551  C13 1.085
26 H -3.40012 -8.61689 -1.35440  C14 1.083
27 H -1.82134 -8.90506 -0.42967  C14 1.083
28 H -2.09412 -9.67397 -1.97786  C14 1.078
29 C -4.67096 -1.80777 5.31219  N30 1.571, H43 1.079, H44 1.080, H45 1.079
30 N -5.14331 -1.40094 3.87015  C29 1.571, C31 1.319, C35 1.328
31 C -5.72361 -0.22754 3.70641  N30 1.319, C32 1.353, H46 1.082
32 C -5.79127 0.34000 2.48033  C31 1.353, C33 1.379, H47 1.087
33 C -5.25579 -0.26609 1.36288  C32 1.379, C34 1.430, C36 1.529
34 C -4.66287 -1.54909 1.58268  C33 1.430, C35 1.382, H48 1.075
35 C -4.65372 -2.09746 2.85074  N30 1.328, C34 1.382, H49 1.080
36 C -5.13746 0.42535 0.00418  C33 1.529, C37 1.398, C41 1.422
37 C -4.97459 1.81327 -0.01275  C36 1.398, C38 1.374, H50 1.088
38 C -4.73932 2.40213 -1.23179  C37 1.374, N39 1.338, H51 1.075
39 N -4.62685 1.76518 -2.40270  C38 1.338, C40 1.315, C42 1.495
40 C -4.82708 0.46583 -2.37420  N39 1.315, C41 1.364, H52 1.074
41 C -5.06569 -0.25609 -1.24135  C36 1.422, C40 1.364, H53 1.083
42 C -4.37618 2.54354 -3.65457  N39 1.495, H54 1.088, H55 1.083, H56 1.078
43 H -5.44850 -1.48920 5.98950  C29 1.079
44 H -3.74016 -1.28038 5.45860  C29 1.080
45 H -4.44586 -2.86268 5.31997  C29 1.079
46 H -6.10264 0.27235 4.58754  C31 1.082
47 H -6.41244 1.22866 2.39954  C32 1.087
48 H -4.22126 -2.04432 0.73693  C34 1.075
49 H -4.18635 -3.03664 3.10568  C35 1.080
50 H -5.08440 2.45495 0.85873  C37 1.088
51 H -4.50259 3.44663 -1.32677  C38 1.075
52 H -4.90547 -0.01405 -3.33175  C40 1.074
53 H -5.22989 -1.30902 -1.43269  C41 1.083
54 H -5.32199 2.85105 -4.09607  C42 1.088
55 H -3.75121 2.02421 -4.37045  C42 1.083
56 H -3.81318 3.36943 -3.25159  C42 1.078
57 C -0.69475 8.75942 5.62676  N58 1.543, H71 1.085, H72 1.084, H73 1.084
58 N -0.96461 8.20054 4.21422  C57 1.543, C59 1.321, C63 1.328
59 C -1.41011 6.97431 4.00977  N58 1.321, C60 1.373, H74 1.087
60 C -1.65685 6.51326 2.74019  C59 1.373, C61 1.359, H75 1.089
61 C -1.41986 7.35152 1.69746  C60 1.359, C62 1.376, C64 1.504
62 C -0.99972 8.64028 1.93362  C61 1.376, C63 1.333, H76 1.083
63 C -0.76449 9.02066 3.18958  N58 1.328, C62 1.333, H77 1.083
64 C -1.66944 6.90154 0.28453  C61 1.504, C65 1.399, C69 1.384
65 C -2.34858 7.74842 -0.59870  C64 1.399, C66 1.381, H78 1.080
66 C -2.55527 7.35633 -1.90665  C65 1.381, N67 1.351, H79 1.078
67 N -2.04166 6.20640 -2.39520  C66 1.351, C68 1.330, C70 1.463
68 C -1.38186 5.38427 -1.58446  N67 1.330, C69 1.413, H80 1.089
69 C -1.22914 5.68718 -0.21330  C64 1.384, C68 1.413, H81 1.088
70 C -2.14642 5.93580 -3.82868  N67 1.463, H82 1.085, H83 1.080, H84 1.089
71 H 0.29329 9.20173 5.56025  C57 1.085
72 H -0.74223 7.91444 6.30442  C57 1.084
73 H -1.44256 9.44139 6.01641  C57 1.084
74 H -1.59617 6.44543 4.94126  C59 1.087
75 H -2.11914 5.52800 2.69709  C60 1.089
76 H -0.70279 9.28777 1.11807  C62 1.083
77 H -0.42619 10.03382 3.36573  C63 1.083
78 H -2.82441 8.58404 -0.10646  C65 1.080
79 H -3.06361 7.97034 -2.63175  C66 1.078
80 H -1.04564 4.48406 -2.09775  C68 1.089
81 H -0.74393 4.92572 0.39292  C69 1.088
82 H -3.00446 6.45921 -4.23612  C70 1.085
83 H -2.16831 4.86553 -3.97008  C70 1.080
84 H -1.21047 6.27554 -4.27065  C70 1.089
85 C 8.48157 -0.88372 -0.25726  N86 1.531, H99 1.090, H100 1.087, H101 1.087
86 N 7.18831 -0.32637 0.34443  C85 1.531, C87 1.319, C91 1.340
87 C 6.18673 0.07343 -0.41576  N86 1.319, C88 1.348, H102 1.088
88 C 5.04297 0.55649 0.10939  C87 1.348, C89 1.374, H103 1.076
89 C 4.87025 0.52245 1.47198  C88 1.374, C90 1.387, C92 1.545
90 C 5.93749 0.12507 2.26392  C89 1.387, C91 1.344, H104 1.084
91 C 7.08379 -0.26341 1.67858  N86 1.340, C90 1.344, H105 1.077
92 C 3.64492 1.00732 2.27839  C89 1.545, C93 1.375, C97 1.383
93 C 3.10436 0.24317 3.28594  C92 1.375, C94 1.390, H106 1.087
94 C 2.07613 0.75279 4.06963  C93 1.390, N95 1.341, H107 1.088
95 N 1.69591 2.02938 3.91517  C94 1.341, C96 1.371, C98 1.491
96 C 2.25717 2.81312 2.94096  N95 1.371, C97 1.346, H108 1.078
97 C 3.13023 2.27409 2.06995  C92 1.383, C96 1.346, H109 1.084
98 C 0.59527 2.60126 4.74323  N95 1.491, H110 1.082, H111 1.083, H112 1.086
99 H 9.29215 -0.65775 0.43591  C85 1.090
100 H 8.62960 -0.36736 -1.20277  C85 1.087
101 H 8.48564 -1.96889 -0.32161  C85 1.087
102 H 6.33279 0.03779 -1.49319  C87 1.088
103 H 4.19541 0.70351 -0.53734  C88 1.076
104 H 5.99987 0.23071 3.34137  C90 1.084
105 H 7.93481 -0.56331 2.26676  C91 1.077
106 H 3.40710 -0.77751 3.50710  C93 1.087
107 H 1.59427 0.14733 4.83377  C94 1.088
108 H 1.98207 3.85558 2.91754  C96 1.078
109 H 3.58932 2.96454 1.37126  C97 1.084
110 H 0.24636 3.52931 4.31019  C98 1.082
111 H 1.03722 2.77995 5.71618  C98 1.083
112 H -0.15913 1.83610 4.89994  C98 1.086
113 C 2.91149 -6.27213 -1.33266  N114 1.462, H120 1.090, H121 1.089, H122 1.079
114 N 3.35530 -5.26526 -0.36937  C113 1.462, C115 1.475, C116 1.481, C117 1.573
115 C 2.51039 -4.05740 -0.41363  N114 1.475, H123 1.090, H124 1.084, H125 1.087
116 C 3.27283 -5.84799 0.98924  N114 1.481, H126 1.082, H127 1.093, H128 1.086
117 C 4.87826 -4.92836 -0.57332  N114 1.573, C118 1.464, H129 1.082, H130 1.083
118 C 5.35384 -4.06098 -1.65232  C117 1.464, O119 1.439, H131 1.101, H132 1.100
119 O 5.07249 -4.66293 -2.92827  C118 1.439, H133 0.967
120 H 1.91514 -6.60691 -1.04387  C113 1.090
121 H 3.57165 -7.13835 -1.32423  C113 1.089
122 H 2.97725 -5.77070 -2.28524  C113 1.079
123 H 1.52696 -4.44283 -0.14602  C115 1.090
124 H 2.30173 -3.76706 -1.43673  C115 1.084
125 H 2.81438 -3.18303 0.15585  C115 1.087
126 H 3.69956 -5.09499 1.63905  C116 1.082
127 H 3.91559 -6.73206 1.00382  C116 1.093
128 H 2.24813 -6.04997 1.28778  C116 1.086
129 H 5.39204 -5.87271 -0.69274  C117 1.082
130 H 5.15709 -4.51273 0.38655  C117 1.083
131 H 6.42298 -3.89052 -1.45007  C118 1.101
132 H 4.87222 -3.07902 -1.53622  C118 1.100
133 H 5.44941 -4.08078 -3.60279  O119 0.967
134 C -0.58328 -1.19266 -1.17785  N135 1.465, H141 1.089, H142 1.090, H143 1.082
135 N -0.36378 -0.10724 -0.21878  C134 1.465, C136 1.504, C137 1.489, C138 1.522
136 C 1.01550 -0.25020 0.36233  N135 1.504, H144 1.094, H145 1.090, H146 1.081
137 C -0.43989 1.15652 -1.00215  N135 1.489, H147 1.086, H148 1.090, H149 1.076
138 C -1.41243 -0.26391 0.87273  N135 1.522, C139 1.510, H150 1.087, H151 1.098
139 C -1.48878 0.78707 1.95393  C138 1.510, O140 1.397, H152 1.097, H153 1.095
140 O -1.76325 2.06634 1.46328  C139 1.397, H154 0.983
141 H -1.58019 -1.13096 -1.61202  C134 1.089
142 H -0.42208 -2.10017 -0.59650  C134 1.090
143 H 0.10304 -1.19491 -2.01396  C134 1.082
144 H 1.72996 -0.01724 -0.43307  C136 1.094
145 H 1.07675 -1.25496 0.78005  C136 1.090
146 H 1.01558 0.47769 1.16117  C136 1.081
147 H -1.51502 1.18189 -1.15243  C137 1.086
148 H 0.20076 1.04783 -1.87744  C137 1.090
149 H -0.23142 1.98466 -0.34719  C137 1.076
150 H -1.37075 -1.21605 1.39580  C138 1.087
151 H -2.35604 -0.22912 0.31303  C138 1.098
152 H -0.64047 0.75708 2.64842  C139 1.097
153 H -2.33254 0.41819 2.54700  C139 1.095
154 H -2.17781 2.60801 2.17052  O140 0.983
155 N -3.58789 2.95018 3.94606  O156 1.330, O157 1.319, O158 1.229
156 O -2.37360 3.46402 4.12289  N155 1.330
157 O -4.28867 3.44410 2.94309  N155 1.319
158 O -3.99196 2.05632 4.68658  N155 1.229
159 N -0.92742 1.57120 -4.39644  O160 1.311, O161 1.214, O162 1.254
160 O -1.62653 0.52053 -4.04098  N159 1.311
161 O -0.05533 1.44214 -5.23082  N159 1.214
162 O -1.14627 2.65166 -3.79876  N159 1.254
163 N 3.43572 0.00950 -2.83263  O164 1.355, O165 1.269, O166 1.268
164 O 3.48055 -1.07059 -2.01489  N163 1.355
165 O 2.39071 0.72823 -2.79034  N163 1.269
166 O 4.42032 0.22121 -3.60354  N163 1.268
167 N -0.95738 -2.18121 4.90921  O168 1.234, O169 1.245, O170 1.343
168 O -1.88009 -2.97137 5.12798  N167 1.234
169 O -0.09733 -1.89791 5.76360  N167 1.245
170 O -0.83534 -1.66937 3.67391  N167 1.343